11
Properties=species:S:1:pos:R:3:lowdin_charge:R:1 method="wB97M-V/def2-TZVPD" charge=+1 gap_ha=0.325 de_lowest_ev=4.432 homo_energy_ha=-0.5276 multiplicity=1 energy_ev=-8208.76136
C -1.7931 0.3910 0.3634 -0.116
C 0.4531 0.7411 -0.6313 -0.111
C -0.5723 0.9077 0.5379 -0.035
N 0.9276 -1.4497 0.1091 0.203
N 0.1850 -0.6291 -0.4945 0.043
O -2.7095 -0.0537 -0.1513 0.297
H -0.0582 0.9962 -1.5294 0.119
H 1.3960 1.4074 -0.4817 0.184
H -0.1004 1.2326 1.4599 0.133
H 0.5645 -2.3601 0.1956 0.148
H 1.7074 -1.1835 0.6221 0.136

=====

85
Properties=species:S:1:pos:R:3:lowdin_charge:R:1 method="wB97M-V/def2-TZVPD" charge=+2 gap_ha=0.249 de_lowest_ev=1.467 homo_energy_ha=-0.4941 multiplicity=1 energy_ev=-76581.05394
Zr -0.0518 0.2787 0.0316 1.460
C 2.2336 5.4273 -2.4153 -0.067
C 2.2057 4.0695 -3.1116 -0.258
N 2.7156 3.0479 -2.2222 0.006
C 1.9923 2.3496 -1.3498 -0.741
S 0.2521 2.3462 -1.4696 0.722
N 2.6549 1.7444 -0.3759 -0.006
N 1.9257 1.0561 0.5220 -0.169
C 2.4563 0.8116 1.6966 -0.227
C 3.8302 1.2675 2.0544 0.007
C 1.5841 0.1040 2.6300 -0.208
C 2.0008 -0.3501 3.8875 0.039
C 1.1195 -1.0631 4.6789 0.006
C -0.1666 -1.3100 4.2068 -0.005
C -0.5308 -0.7970 2.9726 -0.159
N 0.3093 -0.0950 2.2043 -0.117
H 1.8822 6.1972 -3.0935 0.083
H 3.2474 5.6706 -2.1081 0.080
H 1.5961 5.4202 -1.5340 0.072
H 2.8307 4.0886 -4.0084 0.126
H 1.1858 3.8102 -3.3986 0.079
H 3.7073 3.0972 -2.0239 0.159
H 4.0682 2.1662 1.4868 0.086
H 4.5625 0.5080 1.7790 0.112
H 3.9233 1.4737 3.1157 0.087
H 3.0033 -0.1522 4.2301 0.123
H 1.4312 -1.4233 5.6483 0.131
H -0.8698 -1.8718 4.7983 0.123
H -1.5293 -0.9467 2.5609 0.119
C 1.4114 -0.8955 -3.2269 -0.008
C -0.0814 -0.8415 -3.0945 -0.315
C -0.9629 -0.9993 -4.1477 0.002
C -2.3362 -0.8827 -3.9045 -0.010
C -2.7977 -0.5553 -2.6486 0.009
C -1.8636 -0.3601 -1.6192 -0.474
N -0.5317 -0.5651 -1.8606 -0.125
N -2.0739 0.0581 -0.3511 -0.223
Si -3.1890 1.3380 0.0960 0.476
C -2.0990 2.0808 1.5246 -0.165
C -4.8639 0.6613 0.6975 -0.155
C -3.4282 2.6971 -1.2246 -0.151
H 1.7610 0.0389 -3.6687 0.093
H 1.7225 -1.7084 -3.8790 0.095
H 1.8715 -1.0150 -2.2334 0.065
H -0.5852 -1.2091 -5.1344 0.125
H -3.0421 -1.0228 -4.7108 0.126
H -3.8455 -0.4267 -2.4282 0.118
H -2.2162 1.5347 2.4606 0.027
H -2.4073 3.1021 1.7293 0.048
H -1.0203 2.1086 1.2448 -0.026
H -4.7762 -0.1055 1.4617 0.027
H -5.4382 0.2391 -0.1223 0.029
H -5.4518 1.4747 1.1082 0.036
H -2.5240 2.8832 -1.8015 -0.006
H -3.7144 3.6318 -0.7493 0.042
H -4.2164 2.4496 -1.9290 0.034
C -3.0271 -6.5866 0.4969 -0.089
C -1.7335 -6.8604 -0.2594 -0.219
C -1.3052 -5.6959 -1.1567 -0.146
N -0.8766 -4.5314 -0.3989 0.057
C 0.2772 -3.8863 -0.4371 -0.744
S 0.4240 -2.4210 0.4382 0.709
N 1.3599 -4.3251 -1.1039 0.116
C 1.8672 -5.6445 -1.4015 -0.391
O 2.5078 -5.7672 -2.4059 0.158
C 1.6510 -6.6779 -0.3847 -0.171
C 1.4286 -6.3767 0.9613 -0.042
C 1.3305 -7.3965 1.8887 -0.064
C 1.4463 -8.7198 1.4860 -0.045
C 1.6805 -9.0267 0.1545 -0.041
C 1.7920 -8.0140 -0.7773 0.007
H -3.2868 -7.4550 1.0925 0.082
H -3.8485 -6.3943 -0.1874 0.080
H -2.9281 -5.7420 1.1738 0.065
H -1.8712 -7.7275 -0.9060 0.124
H -0.9344 -7.0895 0.4462 0.086
H -2.1552 -5.3840 -1.7743 0.137
H -0.4907 -6.0000 -1.8135 0.118
H -1.5934 -4.1091 0.1801 0.135
H 2.0303 -3.6046 -1.3521 0.139
H 1.3668 -5.3491 1.2919 0.105
H 1.1730 -7.1612 2.9309 0.113
H 1.3662 -9.5088 2.2159 0.116
H 1.7962 -10.0563 -0.1476 0.118
H 1.9861 -8.2360 -1.8148 0.129

=====

55
Properties=species:S:1:pos:R:3:lowdin_charge:R:1 method="wB97M-V/def2-TZVPD" charge=+1 gap_ha=0.339 de_lowest_ev=0.715 homo_energy_ha=-0.4180 multiplicity=1 energy_ev=-31363.46772
C -7.2878 -2.7061 0.3376 -0.058
H -8.3672 -2.8403 0.3120 0.101
H -6.8327 -3.2787 -0.4750 0.101
H -6.9024 -3.0551 1.2993 0.101
O -7.0759 -1.3181 0.1709 -0.057
C -5.8290 -0.8356 0.1509 -0.268
C -4.6661 -1.5965 0.2890 0.010
C -3.4277 -0.9824 0.2502 0.005
C -3.3269 0.3864 0.0734 -0.215
C -4.4773 1.1559 -0.0635 -0.009
C -5.7114 0.5512 -0.0234 0.033
H -6.6150 1.1290 -0.1252 0.130
H -4.4179 2.2245 -0.1969 0.121
N -2.0044 1.0044 0.0269 -0.060
C -1.8024 2.0675 1.0366 -0.071
H -2.2261 1.7416 1.9871 0.148
H -2.3262 2.9670 0.7111 0.135
C -0.2910 2.3206 1.1719 -0.129
N 0.4033 2.1602 -0.0902 -0.165
C -0.4148 2.4332 -1.2343 -0.130
H 0.1842 2.3201 -2.1375 0.137
H -0.7333 3.4790 -1.1755 0.131
C -1.6703 1.5234 -1.3239 -0.062
H -1.5094 0.6697 -1.9835 0.136
H -2.5227 2.0892 -1.7032 0.133
C 1.4372 1.1663 -0.1923 -0.115
H 2.0127 1.1920 0.7348 0.141
H 2.1057 1.4466 -1.0097 0.133
C 1.0168 -0.2940 -0.4654 -0.302
C 2.2627 -1.1778 -0.4877 -0.179
O 3.0195 -0.8024 -1.6060 -0.133
C 4.3050 -1.4078 -1.6505 -0.147
C 5.2036 -0.9623 -0.5236 -0.225
C 5.9019 -1.8830 0.2452 -0.039
C 6.7216 -1.4540 1.2755 -0.074
C 6.8383 -0.1031 1.5543 -0.081
C 6.1380 0.8204 0.7956 -0.074
C 5.3282 0.3931 -0.2406 -0.042
H 4.7847 1.1078 -0.8416 0.114
H 6.2292 1.8754 1.0065 0.105
H 7.4760 0.2299 2.3588 0.105
H 7.2676 -2.1770 1.8623 0.106
H 5.8121 -2.9386 0.0312 0.113
H 4.7186 -1.0942 -2.6129 0.139
H 4.2041 -2.5022 -1.6496 0.129
H 2.8368 -1.0458 0.4420 0.141
H 1.9696 -2.2416 -0.5635 0.142
H 0.5434 -0.3684 -1.4555 0.150
O 0.0839 -0.7200 0.5292 -0.036
H 0.1911 -1.6652 0.6842 0.117
H 0.1358 1.6325 1.9025 0.127
H -0.1422 3.3430 1.5431 0.132
H -1.2992 0.2651 0.2588 0.126
H -2.5360 -1.5812 0.3625 0.116
H -4.7162 -2.6636 0.4281 0.112

=====

20
Properties=species:S:1:pos:R:3:lowdin_charge:R:1 method="wB97M-V/def2-TZVPD" charge=+1 gap_ha=0.343 de_lowest_ev=1.400 homo_energy_ha=-0.5479 multiplicity=1 energy_ev=-6894.46166
C -1.3893 0.9687 -0.0168 -0.073
C 0.0768 0.7810 -0.4927 -0.501
C 0.5125 2.0328 -1.2712 -0.068
C 1.0136 0.4512 0.6459 -0.098
H -1.8438 0.0399 0.3520 0.054
H -1.4086 1.6762 0.8161 0.095
H -2.0456 1.3213 -0.8094 0.090
H -0.0031 -0.0124 -1.2471 0.119
H 1.5934 2.0542 -1.4396 0.085
H 0.3831 2.9260 -0.6481 0.092
H 0.0069 2.1290 -2.2237 0.084
H 0.5832 -0.2080 1.4092 0.064
H 1.9095 -0.1005 0.3224 0.090
H 1.3714 1.3561 1.1332 0.100
C 0.3450 -2.9502 0.7474 0.176
N -0.6159 -2.2128 0.3677 0.202
H 1.3152 -2.4852 0.8968 0.121
H 0.2135 -4.0224 0.8621 0.131
H -1.5729 -2.5527 0.3500 0.167
H -0.4447 -1.1920 0.2458 0.069

=====

13
Properties=species:S:1:pos:R:3:lowdin_charge:R:1 method="wB97M-V/def2-TZVPD" gap_ha=0.308 de_lowest_ev=1.481 homo_energy_ha=-0.3142 multiplicity=1 energy_ev=-39129.67927
C -0.5655 -0.4920 -0.0576 -0.619
C 0.7182 1.5487 0.6891 -0.669
H 2.5872 -0.6640 0.0874 -0.205
H 0.2478 -1.7886 -1.3739 0.079
H -0.8053 0.6316 1.5772 0.118
H 0.8085 2.1083 1.6273 0.076
H -4.0326 -0.5383 -0.2388 -0.176
N 0.5020 -1.2035 -0.5954 -0.368
N -0.1838 0.5529 0.7861 -0.025
N -1.7490 -0.8841 -0.4385 -0.256
S 1.8652 -1.7633 0.3139 0.744
S 1.8047 1.7679 -0.5458 0.612
S -3.0266 0.2862 -0.0014 0.689

=====

23
Properties=species:S:1:pos:R:3:lowdin_charge:R:1 method="wB97M-V/def2-TZVPD" gap_ha="0.138 / 0.317" s2=0.751 de_lowest_ev=2.132 homo_energy_ha="-0.1055 / -0.2944" multiplicity=2 energy_ev=-10451.88528
C -0.4669 -0.1021 -1.4129 -0.242
C -1.1725 0.8407 -0.3947 -0.199
C -0.5496 0.9045 1.0020 -0.234
N -0.3714 -2.7143 2.2566 0.033
C -0.8838 -1.5405 1.6879 -0.222
C -0.1631 -0.4144 1.6289 -0.194
N 1.0109 -0.2791 -1.1937 0.061
H -0.5795 0.1651 -2.4583 0.089
H -0.8536 -1.1107 -1.2759 0.088
H -1.1183 1.8438 -0.8270 0.092
H -2.2037 0.4919 -0.4772 0.108
H -1.3144 1.2603 1.7132 0.112
H 0.2515 1.6401 1.0267 0.092
H 0.3354 -2.5498 2.9533 0.078
H -0.6477 -3.6344 2.0077 0.067
H -1.7073 -1.7351 1.0052 0.113
H 0.7181 -0.3608 2.2646 0.092
H 1.3047 -0.6294 -0.2428 0.067
H 1.4429 -0.8924 -1.9086 0.018
H 1.5154 0.6291 -1.1057 0.057
H 1.1047 3.0025 -2.2926 0.012
H 2.6200 2.7241 -2.1274 0.049
O 1.7282 2.4610 -1.8290 -0.137